# 1
{"formula": "C37H81BrF6FeN3OSbSi4", "method": "ωB97M-V with the def2-TZVPD basis set", "elements": ["Fe", "C", "C", "N", "C", "C", "N", "C", "C", "N", "H", "H", "H", "H", "H", "H", "H", "H", "H", "H", "H", "H", "H", "H", "H", "C", "C", "C", "C", "Si", "Br", "C", "C", "C", "C", "C", "C", "C", "C", "H", "H", "H", "H", "H", "H", "H", "H", "H", "H", "H", "H", "H", "H", "H", "H", "H", "H", "H", "H", "H", "H", "H", "H", "H", "H", "H", "C", "C", "O", "C", "F", "F", "F", "C", "F", "F", "F", "H", "H", "H", "C", "C", "C", "C", "C", "C", "H", "H", "H", "H", "H", "H", "H", "H", "H", "C", "Si", "C", "C", "Sb", "Si", "C", "C", "C", "Si", "C", "C", "C", "H", "H", "H", "H", "H", "H", "H", "H", "H", "H", "H", "H", "H", "H", "H", "H", "H", "H", "H", "H", "H", "H", "H", "H", "H", "H", "H"], "coordinates": [[0.246, 0.893, -0.156], [-0.277, 3.925, -0.062], [-1.057, 3.318, -1.251], [-1.573, 1.980, -0.931], [-2.645, 1.993, 0.078], [-2.545, 0.791, 1.007], [-1.178, 0.611, 1.521], [-0.803, 1.483, 2.648], [-0.434, 2.904, 2.207], [0.236, 2.924, 0.896], [-0.906, 4.638, 0.474], [0.557, 4.494, -0.469], [-0.393, 3.198, -2.101], [-1.863, 4.004, -1.534], [-1.898, 1.534, -1.781], [-3.635, 2.010, -0.385], [-2.566, 2.916, 0.648], [-2.810, -0.113, 0.451], [-3.265, 0.894, 1.826], [-1.086, -0.349, 1.836], [0.059, 1.017, 3.120], [-1.605, 1.531, 3.393], [0.198, 3.348, 2.980], [-1.325, 3.527, 2.156], [1.235, 3.043, 1.002], [5.457, -0.899, 1.236], [5.252, -0.329, 2.646], [6.385, -0.851, 3.549], [5.385, 1.197, 2.523], [3.559, -0.813, 3.384], [2.052, -0.491, 1.629], [3.354, -2.676, 3.784], [4.009, -3.539, 2.695], [1.888, -3.125, 3.856], [4.031, -2.993, 5.130], [2.933, 0.368, 4.760], [1.682, -0.200, 5.446], [4.020, 0.556, 5.833], [2.556, 1.757, 4.217], [6.427, -0.556, 0.863], [4.692, -0.550, 0.542], [5.466, -1.986, 1.214], [7.340, -0.495, 3.152], [6.428, -1.941, 3.562], [6.309, -0.501, 4.580], [6.322, 1.422, 2.007], [5.422, 1.696, 3.491], [4.576, 1.629, 1.930], [3.596, -3.321, 1.706], [3.806, -4.592, 2.914], [5.091, -3.420, 2.656], [1.396, -3.011, 2.891], [1.304, -2.595, 4.607], [1.865, -4.189, 4.113], [5.080, -2.691, 5.157], [3.999, -4.074, 5.295], [3.522, -2.523, 5.972], [1.892, -1.111, 6.006], [0.881, -0.419, 4.737], [1.303, 0.538, 6.160], [4.345, -0.388, 6.272], [3.616, 1.171, 6.644], [4.899, 1.070, 5.445], [1.813, 1.692, 3.420], [3.410, 2.307, 3.831], [2.127, 2.349, 5.033], [2.787, 3.078, -2.807], [2.384, 1.683, -2.325], [1.496, 1.749, -1.292], [3.655, 0.945, -1.848], [3.393, -0.299, -1.425], [4.601, 0.858, -2.794], [4.192, 1.607, -0.806], [1.732, 0.926, -3.502], [2.515, 0.842, -4.582], [1.371, -0.321, -3.167], [0.601, 1.564, -3.875], [3.244, 3.613, -1.976], [1.894, 3.615, -3.123], [3.490, 3.040, -3.637], [3.715, -3.369, -3.618], [3.416, -3.924, -2.218], [4.600, -3.644, -1.290], [3.170, -5.436, -2.297], [2.201, -3.264, -1.705], [1.179, -2.742, -1.327], [4.619, -3.835, -4.014], [3.868, -2.289, -3.582], [2.892, -3.579, -4.303], [5.496, -4.132, -1.680], [4.406, -4.034, -0.289], [4.791, -2.574, -1.216], [4.069, -5.936, -2.663], [2.351, -5.666, -2.979], [2.926, -5.842, -1.314], [-5.075, 0.467, -2.431], [-5.210, -0.829, -1.074], [-5.866, -0.058, 0.511], [-6.348, -2.222, -1.598], [-0.689, -1.861, -1.074], [-1.493, -3.557, 0.716], [-0.190, -4.882, 0.858], [-1.698, -2.687, 2.371], [-3.159, -4.260, 0.236], [-1.443, -3.127, -3.210], [-0.553, -2.330, -4.638], [-0.919, -4.907, -3.002], [-3.295, -3.039, -3.438], [-6.077, 0.808, -2.714], [-4.599, 0.073, -3.329], [-4.514, 1.346, -2.109], [-6.920, 0.204, 0.373], [-5.335, 0.854, 0.788], [-5.809, -0.752, 1.351], [-7.378, -1.852, -1.604], [-6.307, -3.071, -0.914], [-6.113, -2.581, -2.600], [0.786, -4.450, 1.086], [-0.091, -5.438, -0.076], [-0.458, -5.584, 1.653], [-0.756, -2.257, 2.724], [-2.015, -3.416, 3.122], [-2.466, -1.909, 2.340], [-3.115, -4.815, -0.702], [-3.905, -3.469, 0.126], [-3.505, -4.946, 1.014], [0.528, -2.378, -4.506], [-0.832, -1.282, -4.759], [-0.812, -2.860, -5.559], [0.092, -4.981, -2.602], [-0.935, -5.395, -3.981], [-1.597, -5.458, -2.348], [-3.629, -2.032, -3.692], [-3.829, -3.366, -2.544], [-3.580, -3.702, -4.260]], "lowdin_spin": [3.68, 0.00, 0.00, 0.04, 0.01, 0.02, 0.03, 0.00, 0.00, 0.04, 0.00, 0.00, 0.00, 0.00, 0.00, 0.00, 0.00, 0.03, 0.00, 0.00, 0.00, 0.00, 0.00, 0.00, 0.00, 0.00, 0.00, 0.00, 0.00, 0.01, 0.02, 0.00, 0.00, 0.00, 0.00, 0.00, 0.00, 0.00, 0.00, 0.00, 0.00, 0.00, 0.00, 0.00, 0.00, 0.00, 0.00, 0.00, 0.00, 0.00, 0.00, 0.00, 0.00, 0.00, 0.00, 0.00, 0.00, 0.00, 0.00, 0.00, 0.00, 0.00, 0.00, 0.00, 0.00, 0.00, 0.00, 0.02, 0.10, 0.00, 0.00, 0.00, 0.00, 0.00, 0.00, 0.00, 0.00, 0.00, 0.00, 0.00, 0.00, 0.00, 0.00, 0.00, 0.00, 0.00, 0.00, 0.00, 0.00, 0.00, 0.00, 0.00, 0.00, 0.00, 0.00, 0.10, 0.53, 0.09, 0.08, 0.04, 0.01, 0.00, 0.00, 0.01, 0.01, 0.00, 0.00, 0.01, 0.02, 0.00, 0.00, 0.01, 0.00, 0.00, 0.01, 0.00, 0.00, 0.00, 0.00, 0.00, 0.00, 0.00, 0.00, 0.00, 0.02, 0.00, 0.00, 0.00, 0.00, 0.00, 0.00, 0.00, 0.00, 0.01, 0.00], "total_charge": 1, "homo_energy_ev": [-9.4, -10.6], "multiplicity": 6, "gap_ev": [7.835, 7.551], "e_above_lowest_ev": 0.000}

# 2
{"formula": "C48H68O42", "method": "ωB97M-V with the def2-TZVPD basis set", "elements": ["C", "C", "O", "C", "O", "O", "H", "H", "H", "H", "C", "C", "O", "C", "O", "O", "H", "H", "H", "H", "C", "C", "O", "C", "O", "O", "H", "H", "H", "H", "C", "C", "O", "C", "O", "O", "H", "H", "H", "H", "C", "C", "O", "C", "O", "O", "H", "H", "H", "H", "C", "C", "O", "C", "O", "O", "H", "H", "H", "H", "C", "C", "O", "C", "O", "O", "H", "H", "H", "H", "C", "C", "O", "C", "O", "O", "H", "H", "H", "H", "C", "C", "C", "O", "C", "O", "O", "H", "H", "H", "H", "H", "H", "C", "C", "C", "O", "C", "O", "O", "H", "H", "H", "H", "H", "H", "C", "C", "C", "O", "C", "O", "O", "H", "H", "H", "H", "H", "H", "C", "C", "C", "O", "C", "O", "O", "H", "H", "H", "H", "H", "H", "C", "C", "C", "O", "C", "O", "O", "H", "H", "H", "H", "H", "H", "C", "C", "C", "O", "C", "O", "O", "H", "H", "H", "H", "H", "H"], "coordinates": [[7.608, 9.008, -18.614], [7.609, 8.959, -17.140], [6.539, 9.884, -16.837], [6.417, 10.715, -17.862], [5.728, 11.767, -17.788], [7.080, 10.246, -18.953], [6.915, 8.208, -18.873], [8.597, 8.866, -19.050], [8.512, 9.285, -16.623], [7.318, 7.949, -16.850], [5.488, 16.276, -24.396], [5.009, 17.069, -25.642], [4.355, 18.097, -25.029], [4.123, 17.854, -23.743], [3.456, 18.592, -23.062], [4.519, 16.624, -23.426], [6.491, 16.510, -24.039], [5.578, 15.227, -24.678], [4.380, 16.480, -26.309], [5.842, 17.458, -26.229], [15.964, 8.068, -22.076], [15.501, 6.755, -22.817], [16.850, 6.405, -23.261], [17.707, 6.726, -22.370], [18.842, 6.309, -22.225], [17.213, 7.738, -21.594], [15.210, 8.326, -21.333], [16.022, 8.965, -22.692], [14.800, 6.939, -23.632], [15.046, 5.925, -22.279], [11.703, 11.566, -34.897], [10.494, 10.916, -34.228], [9.392, 11.674, -34.738], [9.730, 12.342, -35.779], [8.966, 13.023, -36.449], [11.037, 12.104, -35.994], [12.374, 10.766, -35.210], [12.135, 12.401, -34.344], [10.652, 10.987, -33.152], [10.457, 9.860, -34.496], [17.417, 15.633, -24.788], [17.876, 17.032, -25.001], [18.455, 17.324, -23.767], [18.919, 16.191, -23.201], [19.856, 16.108, -22.411], [18.360, 15.163, -23.838], [17.537, 15.177, -25.770], [16.411, 15.503, -24.388], [17.112, 17.732, -25.341], [18.714, 17.089, -25.695], [3.713, 2.079, -25.125], [4.387, 2.842, -26.325], [5.004, 1.820, -27.017], [4.572, 0.593, -26.670], [4.875, -0.501, -27.156], [3.703, 0.766, -25.682], [2.680, 2.303, -24.858], [4.367, 2.147, -24.255], [5.111, 3.587, -25.996], [3.605, 3.412, -26.827], [0.663, 11.783, -22.575], [0.687, 11.948, -24.072], [1.612, 11.004, -24.414], [1.846, 10.139, -23.415], [2.603, 9.131, -23.523], [1.083, 10.482, -22.363], [-0.416, 11.801, -22.427], [1.225, 12.509, -21.987], [1.026, 12.947, -24.346], [-0.210, 11.752, -24.660], [11.535, -0.273, -28.125], [12.118, 1.032, -28.683], [11.981, 1.829, -27.595], [11.087, 1.417, -26.677], [10.709, 2.026, -25.701], [10.769, 0.151, -27.056], [12.244, -1.037, -27.803], [10.817, -0.612, -28.871], [11.541, 1.483, -29.490], [13.180, 0.973, -28.921], [10.681, 20.740, -21.683], [11.759, 20.308, -20.772], [12.961, 19.594, -21.324], [14.062, 20.354, -20.958], [13.669, 21.390, -20.270], [14.437, 22.238, -19.784], [12.374, 21.477, -20.330], [9.888, 20.012, -21.856], [11.112, 20.978, -22.656], [10.095, 21.607, -21.379], [11.358, 19.776, -19.909], [13.046, 19.612, -22.410], [12.980, 18.545, -21.028], [6.517, 3.467, -33.254], [6.314, 2.405, -34.347], [6.041, 0.973, -33.854], [4.932, 0.645, -34.672], [4.286, 1.701, -35.112], [3.166, 1.654, -35.600], [5.162, 2.734, -35.147], [7.012, 3.139, -32.339], [5.615, 4.031, -33.017], [7.127, 4.317, -33.559], [7.250, 2.437, -34.904], [5.850, 1.047, -32.784], [7.025, 0.555, -34.068], [9.332, 9.002, -26.463], [10.497, 9.979, -26.224], [10.038, 11.345, -26.746], [10.371, 12.210, -25.706], [10.717, 11.560, -24.638], [11.107, 12.129, -23.611], [10.742, 10.254, -24.835], [9.686, 8.075, -26.012], [9.184, 8.841, -27.530], [8.355, 9.223, -26.033], [11.386, 9.741, -26.808], [8.971, 11.409, -26.960], [10.584, 11.561, -27.664], [19.210, 7.039, -31.441], [18.810, 7.899, -30.185], [19.744, 9.004, -29.837], [18.810, 9.929, -29.411], [17.593, 9.706, -29.884], [16.635, 10.495, -29.782], [17.575, 8.539, -30.438], [18.392, 6.463, -31.873], [20.092, 6.415, -31.301], [19.442, 7.712, -32.267], [18.696, 7.235, -29.328], [20.373, 9.329, -30.666], [20.503, 8.678, -29.126], [15.393, 13.356, -17.005], [14.520, 13.907, -15.884], [14.390, 15.433, -15.854], [13.066, 15.507, -15.442], [12.346, 14.373, -15.512], [11.223, 14.073, -15.064], [13.137, 13.477, -15.933], [14.960, 13.486, -17.997], [15.571, 12.333, -16.676], [16.300, 13.961, -16.984], [14.838, 13.549, -14.905], [14.588, 15.927, -16.805], [15.053, 15.996, -15.197], [12.300, 19.825, -34.586], [12.004, 19.790, -33.091], [10.829, 20.566, -32.779], [10.140, 19.723, -31.868], [10.637, 18.455, -31.893], [10.135, 17.431, -31.425], [11.760, 18.453, -32.695], [12.533, 20.854, -34.857], [11.460, 19.541, -35.220], [13.110, 19.129, -34.803], [12.844, 20.221, -32.546], [10.138, 20.730, -33.606], [11.114, 21.528, -32.353]], "lowdin_charge": [-0.17, -0.11, 0.08, -0.51, 0.09, 0.08, 0.14, 0.14, 0.14, 0.13, -0.11, -0.14, 0.07, -0.58, 0.15, 0.09, 0.13, 0.13, 0.13, 0.13, -0.15, -0.03, 0.08, -0.60, 0.14, 0.06, 0.13, 0.13, 0.12, 0.13, -0.13, -0.10, 0.10, -0.59, 0.13, 0.05, 0.14, 0.14, 0.13, 0.13, -0.13, -0.15, 0.06, -0.54, 0.13, 0.07, 0.14, 0.14, 0.14, 0.14, -0.08, -0.14, 0.06, -0.53, 0.12, 0.05, 0.13, 0.13, 0.13, 0.13, -0.14, -0.16, 0.07, -0.49, 0.08, 0.09, 0.14, 0.15, 0.14, 0.14, -0.13, -0.15, 0.05, -0.51, 0.15, 0.06, 0.14, 0.13, 0.13, 0.14, -0.02, -0.34, -0.11, 0.10, -0.58, 0.11, 0.11, 0.09, 0.09, 0.10, 0.16, 0.14, 0.14, -0.03, -0.31, -0.08, 0.09, -0.55, 0.14, 0.09, 0.08, 0.09, 0.07, 0.14, 0.13, 0.14, -0.03, -0.28, -0.11, 0.10, -0.59, 0.11, 0.11, 0.08, 0.09, 0.09, 0.15, 0.13, 0.14, -0.01, -0.30, -0.13, 0.10, -0.57, 0.10, 0.12, 0.08, 0.08, 0.08, 0.16, 0.14, 0.15, -0.01, -0.28, -0.11, 0.06, -0.57, 0.11, 0.11, 0.09, 0.09, 0.09, 0.16, 0.13, 0.14, -0.02, -0.38, -0.13, 0.07, -0.47, 0.12, 0.09, 0.09, 0.09, 0.09, 0.16, 0.14, 0.15], "homo_energy_ev": -10.6, "gap_ev": 10.247, "e_above_lowest_ev": 9.730}